# 1
Molecular formula: C19H14AuCl3N2O2
Method: DFT, ωB97M-V with the def2-TZVPD basis set

XYZ file:
```
41
Properties=species:S:1:pos:R:3:forces:R:3
Au 1.178270 -0.933450 2.018412 -0.1671 -0.4993 -0.0912
Cl 2.934346 2.850292 5.733982 0.0646 0.0425 0.1357
Cl -1.720706 1.613258 -1.036910 0.0729 0.2216 0.0744
Cl 2.701722 -1.433351 -1.694543 -0.0024 0.0352 0.0029
O 0.832656 -2.821668 1.429201 1.0383 0.2862 0.1721
O -0.431795 -4.540566 0.878722 0.0149 -0.2989 -0.0886
N -0.098176 -0.898486 -0.848778 0.0625 -0.2591 0.3467
N 1.498011 0.968278 2.589793 -0.0079 0.3168 0.0367
C 0.989264 1.963126 1.858767 -0.1403 0.3234 -0.2917
C 2.084219 1.263191 3.746828 0.2900 0.1815 0.5313
C 0.514592 0.149932 -1.497306 0.1441 0.2713 -0.0060
C 1.851650 0.062291 -1.924454 -0.1137 0.0214 0.0073
C 2.502326 1.127822 -2.517195 -0.0679 0.0022 -0.0072
C 1.038061 3.283366 2.266716 0.0877 -0.0819 0.1226
C -0.116021 1.393133 -1.662958 0.0349 -0.1027 0.0064
C 0.522086 2.459999 -2.269032 0.0252 -0.0389 -0.0551
C -3.141361 -2.966687 -0.775067 0.0176 0.0717 -0.0560
C -1.549460 -2.445898 1.082569 0.4727 -0.2218 0.1400
C -1.900667 -1.177294 -2.472040 0.0466 -0.0731 0.0159
C 1.828887 2.323142 -2.704521 -0.0186 0.0288 -0.0027
C 1.628224 3.604210 3.477528 0.0812 -0.3759 0.0442
C -3.056188 -1.822937 -2.872219 0.0900 -0.0280 -0.0570
C 2.167176 2.562925 4.226262 -0.2079 0.0349 -0.4367
C -1.355732 -1.426680 -1.218253 -0.3688 -0.3171 -0.2702
C -2.024322 -2.275779 -0.325855 0.0016 0.1460 -0.1051
C -0.302760 -3.367275 1.135322 -1.0041 0.1669 0.0778
C -3.647047 -2.761604 -2.045015 -0.1380 0.0309 -0.0713
H 0.531944 1.691430 0.920474 -0.0597 -0.0710 -0.0592
H -0.003184 3.394445 -2.391218 -0.0848 0.0522 0.0032
H 0.612586 4.049145 1.638161 -0.0498 0.0294 -0.0607
H -3.467737 -1.615761 -3.847716 -0.0411 -0.0120 -0.1264
H -1.406631 -0.489316 -3.144196 0.0472 0.0009 -0.0593
H -4.503509 -3.323120 -2.386786 -0.1142 -0.0021 0.0122
H 0.550931 -1.619412 -0.547718 -0.0825 0.1038 -0.0369
H 3.522947 1.016065 -2.850475 0.0543 -0.0658 0.0236
H -2.329695 -2.925324 1.675047 0.0532 0.0272 -0.0299
H -1.309369 -1.473019 1.519863 -0.1177 -0.0250 -0.0292
H 1.671796 4.622565 3.830086 0.0394 0.0688 0.0662
H -3.620813 -3.675638 -0.115692 -0.0052 -0.0262 0.1017
H 2.321323 3.149059 -3.192756 0.0638 0.0837 -0.0166
H 2.502155 0.445591 4.312971 -0.0110 -0.0485 0.0360
```
Positions in Å, forces in eV/Å.

Values from the calculation:
frontier orbital gap = 0.2653 Eh
ΔE to the lowest compared entry with this formula, charge and spin = 0.000 eV
total charge = 0
lowest unoccupied orbital energy = -0.0255 Eh
E_HOMO = -7.913 eV

# 2
Molecular formula: C19H14AuN3O7S
Method: DFT, ωB97M-V with the def2-TZVPD basis set

XYZ file:
```
45
Properties=species:S:1:pos:R:3:forces:R:3
Au -0.007921 -0.115446 -0.067486 1.1075 -1.1000 0.6151
S 0.267037 3.210631 1.395187 -0.5842 -0.3063 -0.0870
O 1.471278 0.199078 -1.538152 -1.0931 0.1900 0.0211
O 1.601689 2.691322 1.536610 0.1228 -0.0302 0.0409
O 0.050119 4.440114 0.681113 -0.0043 0.1157 -0.0053
O -0.839734 -1.002052 1.679674 -0.2970 0.4743 -0.8268
O 3.697731 0.309217 -1.727121 -0.1883 0.0128 -0.0373
O 4.923499 -1.175843 3.161803 0.0188 0.0002 0.0190
O -0.196451 -1.501296 3.765716 -0.0983 0.0284 -0.1774
N -0.602296 1.997441 0.779183 0.2051 0.6060 0.0817
N -1.695710 0.851360 -0.784010 0.4513 0.1969 0.2738
N 1.626152 -0.669052 0.900894 -0.5248 0.0621 -0.4036
C 2.595639 -1.236676 2.948094 0.1109 0.0037 0.0225
C -1.595341 2.043200 -0.114720 0.0586 0.0661 0.2075
C -3.617659 1.575197 -1.941582 -0.0343 0.0129 -0.0259
C 1.485913 -1.049895 2.167902 -0.1276 0.0053 0.1314
C -0.414274 3.373642 3.019205 0.1235 0.0640 -0.0875
C 3.952875 -0.566073 1.052588 0.0554 -0.0005 0.0539
C 0.039782 -1.201507 2.621521 0.3937 -0.1103 0.2354
C -0.624805 2.555267 5.255489 0.0199 -0.0222 -0.0186
C -2.513944 3.071691 -0.400882 -0.1135 -0.0174 -0.1554
C -1.353695 4.360677 3.276299 0.0060 -0.0053 0.0351
C 3.853145 -0.992328 2.380767 -0.0960 0.0099 -0.0771
C 2.795549 -0.401499 0.337070 0.0317 0.0657 -0.1260
C -0.038082 2.473245 4.002900 -0.0729 0.0187 0.0048
C -1.574007 3.532521 5.537584 -0.0293 0.0202 0.0195
C -3.515580 2.821564 -1.302103 0.0907 -0.0068 0.0653
C -2.212113 3.626023 6.896916 0.0097 0.0151 -0.0366
C 2.696185 0.089272 -1.096166 0.3900 -0.1278 0.2361
C -1.926619 4.433779 4.534735 0.0067 -0.0129 0.0012
C -2.679016 0.619888 -1.665899 0.0554 -0.1851 -0.1024
H -1.612377 5.068748 2.500301 0.0005 0.0012 0.0028
H 0.706500 1.719842 3.783274 0.0078 -0.0050 0.0230
H -1.802406 2.881903 7.577745 -0.0044 -0.0011 0.0078
H 5.735329 -0.953368 2.689978 -0.0122 -0.0010 0.0012
H 4.896118 -0.340953 0.570959 0.0041 -0.0047 0.0081
H 2.488502 -1.547639 3.977485 -0.0167 0.0048 0.0000
H -2.401012 4.026079 0.089357 0.0095 -0.0066 0.0177
H -2.680324 -0.348564 -2.146473 0.0055 -0.0121 0.0241
H -2.658534 5.204832 4.745292 0.0044 0.0069 0.0029
H -4.239559 3.595745 -1.521188 -0.0032 -0.0008 -0.0108
H -4.407909 1.367340 -2.646469 0.0112 -0.0145 -0.0083
H -0.342960 1.845453 6.023430 0.0032 0.0054 0.0082
H -3.290024 3.470038 6.830518 -0.0010 -0.0081 0.0078
H -2.050966 4.613790 7.331407 -0.0025 -0.0078 0.0179
```
Positions in Å, forces in eV/Å.

Values from the calculation:
frontier orbital gap = 0.2295 Eh
total charge = 0
lowest unoccupied orbital energy = -0.0830 Eh
E_HOMO = -8.506 eV

# 3
Molecular formula: C19H14BrN2O3RuS4
Method: DFT, ωB97M-V with the def2-TZVPD basis set

XYZ file:
```
44
Properties=species:S:1:pos:R:3:forces:R:3
Ru -0.550812 -0.047586 0.474093 -1.1835 -0.8027 -0.7109
Br 1.948054 -0.819347 0.870525 -0.1748 0.2486 0.3551
S -2.182529 0.547045 5.038566 -0.0168 0.0934 0.0563
S -0.536822 2.140178 1.405434 0.3249 -1.2906 -0.7165
S -0.926206 3.088097 4.175012 -0.0877 0.0056 0.1175
S -1.822405 -0.703851 2.382035 0.6981 0.4268 -0.8437
O -1.936600 2.678487 6.578175 0.0029 -0.0702 -0.1390
O -2.131625 -0.521399 -0.747254 0.3308 0.4496 0.5687
O -3.057424 2.075239 -1.160029 -0.1137 -0.1231 -0.1248
N 0.315817 -0.171208 -1.585883 0.1103 0.6836 0.8778
N -0.649504 0.235891 -2.398587 -0.3780 0.1895 0.0631
C 5.850124 -0.472318 -4.910760 -0.0582 -0.0359 0.0157
C 4.613548 -1.099693 -4.829958 0.0129 0.0221 0.0366
C -3.488701 1.576394 -2.345926 -0.0811 0.1321 0.1368
C -3.524622 -0.113400 -4.051238 0.0011 0.0112 -0.1156
C 3.865927 -0.729204 -1.134318 0.5061 -0.0212 -0.3121
C -4.922562 1.816142 -4.265726 0.0408 0.0151 0.0412
C 5.806097 -0.099801 -2.535687 0.0200 0.0692 0.0272
C 1.554901 -0.101526 -1.871464 0.4913 -0.1224 -0.0721
C -1.739975 2.208967 5.495735 0.0618 0.0599 0.0815
C -1.613733 0.626232 3.389635 -0.0734 0.1053 0.3025
C 2.572208 -0.532024 -0.921887 -0.5062 0.2432 0.1938
C -4.439031 2.298976 -3.058895 -0.0224 0.0717 -0.0149
C 3.963381 -1.204615 -3.607853 -0.0153 -0.0640 -0.0086
C 6.450517 0.015598 -3.757150 0.0149 0.0105 -0.0086
C -3.011901 0.367079 -2.853522 -0.1284 -0.1010 0.1062
C -4.473212 0.601409 -4.769880 0.0440 0.0123 0.0386
C -1.956088 -0.416679 -2.116024 0.2290 0.1556 -0.1646
C 4.538537 -0.677620 -2.450775 -0.0176 0.0561 0.1137
C -1.041907 1.818317 2.984693 -0.0581 0.0950 0.2039
H -0.410167 0.455270 -3.356962 0.0130 -0.1508 -0.1347
H -2.687820 1.330166 -0.650819 0.0637 0.0488 0.0380
H 6.279068 0.275526 -1.634364 -0.0229 0.0117 -0.0577
H -1.918403 -1.418098 -2.566084 -0.0489 -0.1710 0.1254
H -4.796196 3.230068 -2.633721 0.0110 -0.0535 -0.0568
H 4.157119 -1.516887 -5.719502 0.0160 0.0132 0.0427
H -3.166140 -1.068175 -4.426757 -0.0392 0.0369 0.0296
H 7.423519 0.489371 -3.812946 -0.0492 -0.0373 0.0270
H 1.893528 0.304730 -2.820472 0.0342 -0.1752 -0.1321
H 3.023774 -1.741292 -3.540898 0.0056 0.0693 -0.0238
H 6.350769 -0.380093 -5.866858 -0.0119 -0.0134 0.0478
H -5.667252 2.387291 -4.809215 0.0452 -0.0372 0.0417
H -4.861827 0.214432 -5.702810 0.0142 0.0053 0.0260
H 4.497729 -0.915637 -0.271550 -0.0047 -0.0718 -0.0780
```
Positions in Å, forces in eV/Å.

Values from the calculation:
frontier orbital gap (spin up / spin down) = 0.2322 / 0.2275 Eh
⟨S²⟩ = 0.88
total charge = 0
multiplicity = 2
lowest unoccupied orbital energy (spin up / spin down) = -0.0370 / -0.0636 Eh
E_HOMO (spin up / spin down) = -7.324 / -7.920 eV